# 1
The following is a quantum chemistry calculation of a gas-phase ion, C4H9N2 (charge +1), from the OMol25 dataset.

```
15
Properties=species:S:1:pos:R:3:forces:R:3
N -1.15320 1.37863 0.28430 -1.842 1.076 -2.977
N -0.60965 -1.39048 -1.25521 0.483 -0.006 -0.040
C 1.37932 -1.42085 0.31570 0.075 1.851 -2.264
C -0.06698 0.56957 -0.39329 -2.578 -1.690 -4.407
C -0.66662 -0.24365 -1.79805 2.015 1.050 5.205
C -0.01291 -0.89859 0.04697 -1.787 -0.306 0.358
H 2.10783 -1.01641 -0.44763 -0.788 -0.152 0.814
H -0.77910 0.13460 -2.75191 -0.764 0.346 -2.057
H -1.49057 2.35020 -0.16502 1.723 -2.353 1.145
H 1.50499 -2.43557 0.25620 -0.429 -2.766 -0.569
H 1.73050 -1.24428 1.26928 0.636 1.147 2.134
H -0.80358 1.50159 1.20920 -0.632 0.428 1.397
H 0.86222 0.99887 -0.62505 0.970 1.454 0.470
H -0.81057 -1.00257 0.83630 1.142 -0.695 -0.237
H -2.07301 0.82759 0.16643 1.777 0.613 1.027
```
Forces are in eV/Å.

## Properties
Lowest unoccupied orbital energy: -4.257 eV
Maximum force: 5.68 eV/Å
HOMO level: -14.09 eV
E: -7264.26680 eV
SMILES string: C[C@@H]1N=C[C@H]1[NH3+]
2S+1: 1
Total charge: +1
Gap between HOMO and LUMO: 9.83 eV


# 2
The following is a quantum chemistry calculation of 3 unconnected molecules or ions with the total composition C12H33N3O3P, from the OMol25 dataset.

```
52
Properties=species:S:1:pos:R:3:forces:R:3
P -5.51570 -1.43221 2.34055 2.613 -2.869 -1.465
O -5.19834 -0.05804 0.26427 0.318 5.414 -2.358
O -4.95083 -0.07706 3.27631 0.616 -0.225 0.668
O -7.25196 -1.55133 2.29272 0.310 2.005 -1.772
N -1.34690 3.19733 -0.43150 0.000 -0.033 -0.314
N 2.11908 -2.78174 -1.08455 -0.145 -0.145 -0.165
N -4.78465 -1.25754 0.72390 -1.087 -3.126 4.727
C -1.69321 3.62821 2.01941 -0.011 0.130 -0.037
C 2.33524 -1.72107 -0.09599 0.029 -0.004 -0.255
C -1.12118 2.71875 0.93562 -0.238 0.108 -0.056
C -0.88644 4.55587 -0.72682 -0.379 -0.026 0.284
C 3.33583 -0.65425 -0.53150 0.098 -0.057 -0.079
C 4.17416 -4.19142 -0.51058 0.279 -0.330 0.081
C 0.97824 -3.64619 -0.76065 -0.198 0.300 -0.136
C 3.31557 -3.48415 -1.55349 -0.010 0.429 -0.140
C 1.07178 -4.49593 0.50241 -0.180 -0.291 0.161
C 0.59381 4.86021 -0.52353 0.347 0.247 -0.118
C -1.02106 2.19523 -1.45294 -0.390 -0.080 0.162
C 0.43553 1.76034 -1.57682 0.226 -0.185 -0.239
H -4.43293 0.61126 0.32370 -1.494 -1.386 0.083
H 5.16728 -4.39283 -0.92766 -0.072 0.033 0.038
H -0.05612 2.56051 1.13726 0.184 -0.054 0.106
H -1.54696 3.16925 3.00314 -0.024 0.009 -0.176
H 3.75001 -5.15728 -0.22947 0.034 0.132 0.113
H 1.19585 4.50285 -1.36118 0.032 -0.049 0.156
H 3.03639 -0.19131 -1.47779 0.033 -0.124 0.095
H 1.41941 -3.92611 1.36728 -0.019 -0.022 -0.075
H 2.65511 -2.12811 0.86944 0.043 0.021 0.190
H 0.49403 0.85262 -2.18886 -0.015 0.073 0.096
H 1.38237 -1.20590 0.08155 -0.006 -0.331 -0.081
H 4.31679 -3.59553 0.39472 -0.057 -0.020 -0.076
H 0.99092 4.43147 0.40031 -0.071 -0.007 -0.067
H -1.36747 2.55049 -2.43270 0.026 0.149 0.212
H -1.19634 4.60312 2.04196 -0.054 -0.048 -0.013
H 0.76891 -4.30498 -1.61407 0.224 0.146 0.036
H -1.16121 4.81899 -1.75664 -0.015 -0.308 0.086
H -1.46573 5.25682 -0.11237 0.036 -0.211 0.042
H -7.63348 -1.22164 1.41212 0.955 -0.434 1.679
H 3.38852 0.13523 0.22593 -0.049 -0.121 -0.072
H -2.76796 3.78564 1.87953 0.172 -0.032 -0.038
H 0.88884 1.52991 -0.60990 -0.042 0.032 -0.038
H 3.03339 -4.20995 -2.32735 -0.235 0.133 0.189
H 4.34598 -1.06011 -0.64424 -0.081 0.046 -0.024
H -4.18555 -0.46018 3.83533 -2.164 0.649 -1.575
H 1.72665 -5.35582 0.36276 0.061 0.032 0.074
H 3.95047 -2.76467 -2.08615 -0.138 0.048 0.142
H -1.62504 1.30064 -1.25373 0.022 0.184 0.159
H 0.07962 -4.89128 0.74994 0.128 0.101 -0.026
H -1.61035 1.74305 1.05224 0.105 0.102 -0.288
H 1.04118 2.51591 -2.07691 0.075 0.007 0.084
H 0.74181 5.94462 -0.46918 -0.012 -0.082 0.014
H 0.08662 -3.01169 -0.67580 0.219 0.068 0.004
```
Forces are in eV/Å.

## Properties
Lowest unoccupied orbital energy: 2.523 eV
Maximum force: 5.91 eV/Å
HOMO level: -2.32 eV
E: -32878.73876 eV
2S+1: 1
Total charge: -1
Gap between HOMO and LUMO: 4.85 eV


# 3
The following is a quantum chemistry calculation of a molecular structure, C22H15AuN2O6, from the OMol25 dataset.

```
46
Properties=species:S:1:pos:R:3:forces:R:3
Au -1.17849 0.55589 -0.21381 -0.045 1.723 -1.085
O 1.03081 0.57407 0.12250 2.838 -1.338 1.280
O -0.92845 1.78561 -1.84661 1.130 2.779 0.348
O 4.76853 3.16252 -2.50232 1.229 -0.375 -0.363
O 4.92585 1.19994 -3.71897 1.126 -0.451 -0.081
O -0.05630 3.76058 -0.95479 -0.242 -0.918 -0.065
O -3.11490 -0.45765 -0.26252 -2.560 -1.634 1.344
N -2.38773 -1.12021 1.85839 -2.548 -0.253 -0.726
N -1.22545 -0.56920 1.47303 2.862 -0.735 4.173
C -3.33154 -1.00762 0.88307 4.188 1.269 -0.878
C 3.62134 1.39536 -3.36975 -1.085 0.485 1.233
C -5.94483 -3.41021 2.00584 0.555 0.068 1.504
C -4.78284 -2.66675 2.08162 0.394 1.213 -1.151
C -5.49279 -1.56162 -0.02537 0.080 -0.906 0.657
C -6.64123 -2.36130 -0.08500 1.485 -0.579 1.528
C 1.70193 0.09438 1.10321 -0.904 1.684 0.258
C -4.55483 -1.69662 1.05950 -2.828 -2.073 -0.071
C 3.52798 2.60980 -2.69401 -0.103 -0.102 -0.616
C 5.68949 2.22601 -3.07569 -0.835 0.526 -0.609
C -0.28196 -0.67882 2.45772 -2.932 -0.276 -3.012
C 1.08868 -0.41646 2.36164 2.312 0.650 -0.271
C 2.37955 3.20640 -2.26877 -0.426 -1.219 -0.041
C 1.23973 2.42547 -2.37101 1.178 -2.323 -0.391
C 3.30775 -0.49256 3.44152 -0.628 -0.178 -0.004
C 0.01628 2.69372 -1.58186 -2.288 0.099 -1.290
C 2.50189 0.56145 -3.45435 0.466 0.044 -0.324
C 1.33957 1.11729 -2.94426 -1.171 1.149 -0.172
C -6.80401 -3.29664 0.96336 -1.538 0.247 -1.374
C 3.11614 0.32724 1.13511 0.220 -0.854 1.058
C 3.87495 -0.03488 2.23055 0.064 0.367 0.110
C 1.92537 -0.61919 3.52392 -0.503 -0.064 -1.713
H 6.34979 1.80286 -2.32168 -0.024 -0.109 0.265
H 0.35318 0.63801 -3.01039 0.815 -0.228 0.241
H 2.49958 -0.47792 -3.83802 0.230 0.900 0.121
H -7.30997 -2.38072 -0.92032 -0.239 0.207 -0.364
H 3.54594 0.85262 0.30120 0.126 -0.061 -0.351
H -5.15280 -0.96409 -0.86800 -0.245 0.201 0.357
H -0.65199 -1.22877 3.29701 -0.190 -0.128 0.871
H 1.40761 -0.89984 4.44124 0.242 -0.089 -0.046
H 4.95194 0.13811 2.22777 -0.086 -0.006 -0.139
H 2.36650 4.11791 -1.74306 -0.012 0.961 0.564
H -4.01582 -2.87575 2.82923 -0.283 0.407 -0.162
H 6.25410 2.75833 -3.84581 0.219 -0.130 0.011
H 3.93477 -0.76005 4.28822 -0.021 0.181 -0.070
H -6.23249 -4.02676 2.85760 0.258 -0.338 -0.314
H -7.63080 -3.99993 0.97309 -0.281 0.209 -0.240
```
Forces are in eV/Å.

## Properties
Lowest unoccupied orbital energy: 4.490 eV
Maximum force: 5.11 eV/Å
HOMO level: 0.80 eV
E: -42012.01224 eV
2S+1: 1
Total charge: -2
Gap between HOMO and LUMO: 3.69 eV


# 4
The following is a quantum chemistry calculation of 5 unconnected molecules or ions with the total composition C15H30O15, from the OMol25 dataset.

```
60
Properties=species:S:1:pos:R:3:forces:R:3
O -1.18230 10.34902 -6.60760 0.455 1.719 0.507
O 1.99576 1.11529 -1.62867 -3.364 1.582 -1.882
O 10.36479 -2.43331 1.80676 -4.026 0.142 -0.960
O 0.01491 0.69495 -2.71935 -0.477 -0.699 0.812
O 0.61544 2.82954 -2.43544 1.923 -1.835 1.422
O 0.47001 9.85693 -5.12963 -0.856 2.281 -1.904
O -0.04944 12.02253 -5.67291 -1.449 -1.806 -3.672
O -5.56730 -4.96026 -0.08630 0.998 1.636 -0.267
O -3.10000 -2.44815 6.57256 -0.562 -0.015 -0.208
O 8.85500 -3.09579 3.48526 1.110 1.790 -1.783
O -6.69087 -6.83362 -0.57795 -0.065 0.512 1.295
O -2.34223 -3.50687 4.69036 -0.566 -0.213 0.183
O 8.17381 -2.03928 1.54776 2.024 0.922 0.926
O -6.19632 -6.08910 1.55421 -0.400 0.407 0.895
O -3.37476 -4.65501 6.18458 -0.368 -0.897 -0.818
C -5.33183 -4.59375 -1.43562 -0.540 0.206 -1.107
C 11.51243 -2.94364 2.37276 1.748 1.011 1.848
C -6.82741 -7.15057 2.27308 0.501 -0.965 -1.049
C -3.94803 -4.87209 7.46116 0.246 0.364 0.470
C 6.77518 -1.91811 1.81720 -0.805 -2.283 0.348
C -3.03228 -3.42606 5.87975 2.378 0.781 -0.701
C 9.13145 -2.49889 2.45006 -1.134 -2.204 -0.356
C 0.96407 1.48731 -2.22134 1.641 0.664 1.228
C -6.24082 -6.03926 0.22857 0.046 -1.434 -1.087
C -1.69149 -2.38163 4.13222 0.439 1.606 -0.147
C -0.00898 -0.71247 -2.33350 1.460 -0.348 -1.042
C -1.59471 8.99469 -6.61395 0.485 -0.872 -0.758
C -0.14381 10.70237 -5.81196 -0.414 -3.159 2.325
C -0.47086 3.23820 -3.24097 0.139 -0.333 -0.748
C 0.98308 12.46068 -4.90856 1.250 0.663 2.859
H 6.39712 -2.82742 2.28445 0.378 -0.540 0.041
H -6.74626 -7.01871 3.35202 -0.184 0.707 -0.291
H 11.49430 -3.89004 2.91321 -0.712 0.082 -0.024
H -6.10364 -3.92166 -1.81074 -0.419 -0.091 0.299
H 6.31401 -1.20784 2.50345 1.130 1.044 -0.313
H -0.57306 -1.02097 -1.45330 -0.578 0.873 -0.202
H -3.73670 -5.89761 7.76408 -0.036 0.064 -0.287
H -0.63299 -2.51380 3.90818 0.063 -0.965 0.459
H -1.57093 8.48501 -5.65075 0.101 0.422 0.080
H -2.07228 -2.05594 3.16422 -0.773 -0.512 0.030
H -5.31501 -5.43167 -2.13256 0.127 -0.234 0.373
H 11.77872 -2.10622 3.01767 0.745 -0.566 0.864
H -5.02332 -4.70011 7.41343 0.082 0.093 0.208
H 0.49950 12.40474 -3.93330 0.812 0.937 0.733
H -0.14956 3.09347 -4.27243 -0.526 -0.289 -0.220
H 6.30255 -1.95253 0.83561 0.157 0.664 0.080
H -1.70152 -1.48088 4.74594 -0.412 -0.265 0.461
H -0.29886 -1.21544 -3.25605 -0.509 -0.055 0.343
H -3.43015 -4.18717 8.13256 -0.493 -0.045 0.353
H 12.35208 -2.98793 1.67912 -0.616 -0.059 -0.674
H 1.85868 11.82069 -4.79971 -0.143 -0.267 -0.681
H 0.99460 -1.08765 -2.13310 0.232 0.456 -0.026
H -2.58757 8.92617 -7.05853 -0.016 0.463 0.239
H -7.84173 -7.29500 1.90104 -0.010 0.002 0.321
H -0.93491 8.47431 -7.30818 0.096 -0.305 0.180
H -6.23094 -8.03652 2.05535 -0.296 -0.327 -0.040
H -0.59060 4.31731 -3.14457 0.042 -0.148 0.524
H -1.38246 2.69746 -2.98665 0.020 0.127 -0.205
H 1.29540 13.45958 -5.21311 -0.325 -0.076 0.091
H -4.42683 -3.99712 -1.55008 0.246 -0.414 0.656
```
Forces are in eV/Å.

## Properties
Lowest unoccupied orbital energy: 0.287 eV
Maximum force: 4.34 eV/Å
HOMO level: -10.80 eV
E: -46750.61005 eV
SMILES string: COC(=O)OC.COC(=O)OC.COC(=O)OC.COC(=O)OC.COC(=O)OC
2S+1: 1
Total charge: 0
Gap between HOMO and LUMO: 11.09 eV


# 5
The following is a quantum chemistry calculation of C4H6O in the gas phase, from the OMol25 dataset.

```
11
Properties=species:S:1:pos:R:3:forces:R:3
O 0.55187 -1.25129 -0.34332 -1.891 -5.008 -1.055
C 1.36566 -0.30572 -0.09976 -0.708 7.710 1.658
C -0.73503 -0.87948 0.14354 -0.704 0.598 1.779
C -0.77744 0.59432 -0.27396 2.720 -1.438 -1.961
C 0.70334 0.93390 0.01867 0.042 -2.290 -0.258
H -1.61320 -1.54709 -0.12311 1.562 0.604 -0.201
H -1.42879 1.16127 0.30869 -1.399 1.125 0.262
H -0.74958 0.64764 -1.42432 -1.309 0.186 1.497
H 0.94148 1.98752 0.17358 0.750 -0.714 0.082
H 2.31175 -0.42915 0.32588 1.677 -0.855 -0.285
H -0.57005 -0.91192 1.29410 -0.741 0.081 -1.518
```
Forces are in eV/Å.

## Properties
Lowest unoccupied orbital energy: 1.130 eV
Maximum force: 7.92 eV/Å
HOMO level: -8.20 eV
E: -6290.28342 eV
SMILES string: C1=COCC1
2S+1: 1
Total charge: 0
Gap between HOMO and LUMO: 9.33 eV


# 6
The following is a quantum chemistry calculation of 5 unconnected molecules or ions with the total composition C4H19NO5, from the OMol25 dataset.

```
29
Properties=species:S:1:pos:R:3:forces:R:3
O 3.58238 -0.45238 1.23285 0.421 0.042 -0.277
O 2.95612 0.49460 3.83742 0.190 -0.072 0.041
O 0.74284 -3.95519 2.59183 0.364 0.341 -0.238
O -0.58737 0.09370 -0.19094 0.518 0.491 0.206
O 1.03160 -1.71127 1.03373 0.432 0.596 -0.256
N -0.90952 2.59960 -1.57227 -0.382 0.560 1.269
C -1.70606 1.39242 -1.89490 -0.093 1.087 -0.083
C -1.70413 -0.23623 0.60505 -0.805 0.104 0.028
C -0.82422 0.18703 -1.59091 -0.795 0.097 0.175
C -2.16057 1.53390 -3.35294 0.408 -0.353 0.358
H 1.01525 -3.17726 2.04823 -0.630 -0.570 0.348
H 1.90061 -1.33870 1.27291 -0.534 0.066 -0.150
H 3.99336 -1.02236 0.56975 -0.006 0.039 0.144
H -2.25098 -1.08524 0.18533 0.210 -0.288 0.120
H 3.41005 -0.04777 3.17710 -0.174 0.001 0.092
H -0.69028 2.59546 -0.56843 0.425 -0.577 -0.316
H 3.13548 0.06090 4.67807 -0.057 0.054 -0.048
H -2.24979 0.52353 -3.75737 -0.278 0.252 -0.436
H -1.53504 3.40927 -1.53734 -0.002 -0.129 -0.759
H -2.60075 1.37563 -1.26346 -0.010 -0.376 -0.021
H -1.43307 2.12752 -3.90628 0.268 -0.357 -0.076
H -3.08639 2.10082 -3.44281 -0.205 -0.316 0.132
H 0.56672 -0.98335 0.55282 0.332 -0.585 0.286
H 0.50452 -4.62968 1.95004 0.021 0.044 0.001
H -1.27263 -0.76962 -1.88073 -0.091 0.145 -0.431
H -1.36164 -0.42981 1.61670 0.217 -0.322 -0.089
H 3.86533 0.44185 1.00052 -0.166 -0.067 0.045
H 0.12533 0.34931 -2.09869 0.156 -0.219 0.186
H -2.45713 0.55332 0.70474 0.266 0.311 -0.251
```
Forces are in eV/Å.

## Properties
Lowest unoccupied orbital energy: 0.318 eV
Maximum force: 1.44 eV/Å
HOMO level: -9.81 eV
E: -16183.35943 eV
SMILES string: COC[C@H](C)N.O.O.O.O
2S+1: 1
Total charge: 0
Gap between HOMO and LUMO: 10.13 eV


# 7
The following is a quantum chemistry calculation of C4H12N2O2 in the gas phase, from the OMol25 dataset.

```
20
Properties=species:S:1:pos:R:3:forces:R:3
O -0.96302 -1.32798 0.70507 0.137 0.359 -0.085
O -1.49514 0.51106 -0.93124 1.494 -0.368 1.809
N 0.60188 -0.37651 -0.67315 4.186 -2.478 2.546
N -2.82660 0.22669 -0.74613 -0.399 -0.187 0.096
C -0.29661 0.83648 1.37997 -0.279 -0.163 -0.440
C -0.39994 -0.16332 0.24467 -3.331 1.313 -1.511
C 1.87044 -1.03946 0.35267 -1.779 1.114 -2.495
C 1.16050 0.75450 -1.38529 -0.165 0.085 -0.053
H 1.46001 -1.66670 1.13703 -0.285 0.104 -0.161
H 2.41688 -1.63197 -0.37440 0.223 0.035 0.180
H 0.39780 1.14316 -2.05566 0.030 0.063 0.039
H -1.30450 1.12965 1.66884 0.000 -0.006 0.110
H -0.92826 -1.96488 -0.02371 0.089 0.089 -0.031
H 1.99368 0.39554 -1.98905 0.032 0.037 0.084
H 0.24532 1.73066 1.08562 0.011 -0.013 -0.117
H 2.46659 -0.22360 0.76434 -0.127 0.017 -0.156
H 0.19537 0.37895 2.23354 0.043 -0.069 0.102
H -2.97325 -0.77790 -0.85636 -0.012 0.172 0.233
H -3.12826 0.50739 0.18806 0.073 -0.124 -0.095
H 1.50712 1.55822 -0.72481 0.058 0.020 -0.055
```
Forces are in eV/Å.

## Properties
Lowest unoccupied orbital energy: 0.850 eV
Maximum force: 5.49 eV/Å
HOMO level: -8.25 eV
E: -11414.39519 eV
SMILES string: CN(C)[C@](C)(O)ON
2S+1: 1
Total charge: 0
Gap between HOMO and LUMO: 9.10 eV


# 8
The following is a quantum chemistry calculation of a molecular structure, H8O4, from the OMol25 dataset.

```
12
Properties=species:S:1:pos:R:3:forces:R:3
O -0.17538 -0.07654 -0.46383 -4.566 -4.949 -0.108
O 1.18102 1.49335 -0.81376 3.167 3.474 -0.538
O 0.70142 -2.22402 0.26250 0.376 -0.512 -0.062
O -1.51451 1.69530 0.77709 -0.532 0.297 0.191
H 1.42321 1.98148 -0.02681 0.433 0.460 -0.056
H -0.22634 -2.33746 0.05606 -0.351 -0.389 0.348
H -0.72579 1.23157 0.49583 0.071 0.395 0.234
H -1.55656 1.54624 1.72167 -0.095 0.044 0.247
H -1.10950 -0.22129 -0.61451 -0.586 0.444 -0.066
H 1.12580 -2.99873 -0.10624 0.253 -0.380 0.004
H 0.24676 -0.86930 -0.79479 0.803 -0.264 0.100
H 0.62986 0.77942 -0.49320 1.027 1.380 -0.295
```
Forces are in eV/Å.

## Properties
Lowest unoccupied orbital energy: 0.073 eV
Maximum force: 6.73 eV/Å
HOMO level: -9.92 eV
E: -8317.79146 eV
2S+1: 1
Total charge: 0
Gap between HOMO and LUMO: 10.00 eV